[1]
Formula: C5H9NO
Source: the Open Molecules 2025 dataset
Level of theory: ωB97M-V/def2-TZVPD

```
16
Properties=species:S:1:pos:R:3:forces:R:3
C -1.2565 -0.3852 -1.5151 -0.05 0.05 -0.03
C -0.3866 -0.9227 -0.3893 -0.04 -0.21 0.07
C 1.0825 -0.4590 -0.2962 0.14 0.04 0.06
N 0.8170 0.2021 1.0431 0.11 0.27 -0.03
C 0.9954 1.6851 0.9938 0.42 0.68 0.31
C -0.5914 -0.3209 0.9955 -0.68 0.13 0.36
O -1.4648 -0.1928 1.7933 0.63 -0.18 -0.55
H -1.0952 0.6874 -1.6661 -0.01 -0.17 0.07
H -2.3107 -0.5449 -1.2693 0.13 0.02 -0.10
H -1.0304 -0.9036 -2.4512 -0.06 0.07 0.11
H -0.4911 -2.0094 -0.3059 -0.05 0.07 -0.04
H 1.8401 -1.2374 -0.2176 -0.12 -0.02 -0.03
H 1.3969 0.3109 -1.0136 -0.15 -0.19 0.38
H 1.3435 -0.0881 1.8706 0.00 -0.24 -0.41
H 0.9525 2.0358 2.0331 -0.22 -0.03 -0.22
H 0.1987 2.1427 0.3949 -0.05 -0.31 0.05
```
Positions in Å, forces in eV/Å.

Output
* E_tot: -325.7769 Ha
* multiplicity: 1
* relative energy (zero: lowest compared OMol25 entry of this formula, charge and spin): 421.79 kJ/mol
* F_max: 0.86 eV/Å
* gap between HOMO and LUMO: 7.0 eV

[2]
Formula: C5H9NO
Source: the Open Molecules 2025 dataset
Level of theory: ωB97M-V/def2-TZVPD

```
16
Properties=species:S:1:pos:R:3:forces:R:3
C -1.4076 0.0102 1.1916 0.03 0.03 -0.01
C -0.2764 -0.5006 0.3264 -0.17 0.30 -0.05
O -0.0719 -1.8529 0.7009 0.18 -0.15 -0.10
C -0.2865 -0.3641 -1.2146 -0.24 -0.09 -0.09
N 1.1646 0.0261 -1.2255 0.09 -0.03 -0.22
C 1.1737 1.3616 -0.6386 -0.04 0.25 0.01
C 1.0739 0.2098 0.2733 0.15 -0.13 0.31
H -1.6133 1.0695 1.0095 0.06 -0.16 -0.02
H -1.1408 -0.1247 2.2450 -0.04 0.06 -0.14
H -2.3189 -0.5687 1.0033 0.15 0.11 -0.02
H 0.6649 -2.1864 0.1683 -0.14 -0.05 0.15
H -0.9349 0.4133 -1.6355 0.07 -0.11 0.06
H -0.4716 -1.3086 -1.7331 0.07 0.12 0.10
H 0.3285 2.0197 -0.8412 0.09 -0.13 0.14
H 2.1483 1.8428 -0.6879 -0.19 -0.05 0.02
H 1.8912 -0.0642 0.9393 -0.08 0.03 -0.15
```
Positions in Å, forces in eV/Å.

Output
* E_tot: -325.8353 Ha
* SMILES: C[C@@]1(O)CN2C[C@H]21
* multiplicity: 1
* relative energy (zero: lowest compared OMol25 entry of this formula, charge and spin): 268.59 kJ/mol
* F_max: 0.37 eV/Å
* gap between HOMO and LUMO: 10.4 eV

[3]
Formula: C5H9NO
Source: the Open Molecules 2025 dataset
Level of theory: ωB97M-V/def2-TZVPD

```
16
Properties=species:S:1:pos:R:3:forces:R:3
C 1.8018 -0.2278 0.0911 4.07 1.47 -3.78
C 1.1733 1.1256 -0.0535 -2.54 3.25 4.20
C -0.3302 0.6318 0.2588 3.87 2.48 1.95
C -1.8144 -0.6029 0.0973 2.82 -0.06 -1.04
C -0.2600 -0.6312 -0.3955 -6.44 1.61 -3.73
H 2.4213 0.0041 -0.8667 -0.05 -2.36 1.40
H 2.4814 -0.4787 0.8646 0.59 0.22 0.84
H 1.5492 1.5012 -0.9239 -0.84 0.78 -3.34
H 1.5214 2.0712 0.4973 -0.40 -1.84 0.82
H -0.3558 0.4182 1.4125 0.63 0.59 -1.37
H -2.4146 -1.0953 -0.6064 -1.59 0.06 -0.80
H -1.8415 -1.0975 1.0961 -0.42 1.33 -0.24
H -0.3394 -0.3598 -1.5292 0.26 -0.85 1.64
H 0.7233 -1.2450 1.0916 -0.26 -1.77 -3.07
N 0.8323 -1.2920 -0.0548 2.72 -2.92 6.05
O -1.6243 0.9441 -0.0802 -2.41 -2.00 0.47
```
Positions in Å, forces in eV/Å.

Output
* E_tot: -325.6824 Ha
* multiplicity: 1
* relative energy (zero: lowest compared OMol25 entry of this formula, charge and spin): 669.93 kJ/mol
* F_max: 7.62 eV/Å
* gap between HOMO and LUMO: 10.3 eV

[4]
Formula: C5H9NO
Source: the Open Molecules 2025 dataset
Level of theory: ωB97M-V/def2-TZVPD

```
16
Properties=species:S:1:pos:R:3:forces:R:3
C -1.8466 0.5559 -0.8823 -0.08 -0.03 -0.01
C -0.9181 -0.2870 0.0076 0.02 0.04 0.02
C 0.5955 -0.1142 -0.3053 -0.04 -0.22 0.17
O 0.8957 1.0692 -1.0246 0.06 0.08 -0.23
C 1.4312 0.0335 0.9769 0.04 0.06 -0.01
C 1.6302 -1.2150 1.7148 0.17 -0.89 0.51
N 1.8304 -2.1954 2.2961 -0.29 0.97 -0.61
H -2.1939 0.0104 -1.7646 0.13 0.05 0.04
H -2.7363 0.8542 -0.3232 0.05 -0.09 -0.07
H -1.3544 1.4771 -1.2115 -0.17 -0.17 0.13
H -1.1724 -1.3519 -0.0759 0.04 0.24 0.08
H -1.0964 -0.0115 1.0555 0.09 -0.03 -0.19
H 0.9638 -0.9867 -0.8661 -0.07 0.15 0.10
H 0.5994 0.9668 -1.9368 0.03 0.03 0.16
H 0.9592 0.7673 1.6409 0.08 -0.10 -0.12
H 2.4128 0.4272 0.6987 -0.07 -0.09 0.05
```
Positions in Å, forces in eV/Å.

Output
* E_tot: -325.8919 Ha
* SMILES: CC[C@@H](O)CC#N
* multiplicity: 1
* relative energy (zero: lowest compared OMol25 entry of this formula, charge and spin): 119.96 kJ/mol
* F_max: 1.18 eV/Å
* gap between HOMO and LUMO: 11.6 eV

[5]
Formula: C5H9NO2
Source: the Open Molecules 2025 dataset
Level of theory: ωB97M-V/def2-TZVPD

```
17
Properties=species:S:1:pos:R:3:forces:R:3
C 2.7076 0.3560 -0.2272 1.36 0.34 2.23
O 1.3135 0.5183 -0.4591 1.00 1.27 -0.53
C 0.5370 -0.2680 0.2457 -2.22 -0.07 -0.43
O 0.9285 -1.0630 1.0335 0.55 -1.06 1.12
C -0.9485 -0.0993 -0.1462 1.54 -0.04 1.72
N -1.4993 -1.0214 -1.0374 0.22 -0.84 -2.54
C -1.5254 1.2621 -0.1551 0.70 2.68 0.79
C -1.8876 0.3189 0.9092 1.57 0.35 4.75
H 3.2471 0.9399 -0.9330 -0.03 1.35 -0.43
H 2.9956 -0.6278 -0.6171 -0.01 -0.35 1.34
H 3.0958 0.7271 0.9360 -1.33 -1.64 -3.44
H -1.4581 -2.0150 -0.8154 0.10 0.47 0.68
H -0.9998 -0.9372 -1.9238 -0.38 -0.09 -0.07
H -2.2543 1.3599 -0.8859 -1.33 0.34 -1.32
H -1.0673 2.2851 0.1129 -0.07 -2.14 -0.53
H -1.4433 0.4468 2.0257 -0.82 -0.01 -2.88
H -2.8553 -0.0908 1.0085 -0.85 -0.55 -0.46
```
Positions in Å, forces in eV/Å.

Output
* E_tot: -401.0785 Ha
* SMILES: COC(=O)C1(N)CC1
* multiplicity: 1
* relative energy (zero: lowest compared OMol25 entry of this formula, charge and spin): 257.97 kJ/mol
* F_max: 5.02 eV/Å
* gap between HOMO and LUMO: 10.3 eV

[6]
Formula: C5H9NO2
Source: the Open Molecules 2025 dataset
Level of theory: ωB97M-V/def2-TZVPD

```
17
Properties=species:S:1:pos:R:3:forces:R:3
C -2.0528 0.1521 -0.5028 -1.58 1.78 0.41
C -0.9749 -0.4201 0.4427 0.67 1.04 -0.20
N -0.4839 -1.6447 -0.1542 2.71 -0.17 -0.44
C 0.8073 -1.5729 -0.2930 -2.42 -0.75 -0.24
C 1.5042 -0.3877 0.2953 -1.46 -0.87 2.39
O 2.5458 0.0732 -0.4586 -1.09 3.83 -2.47
C 0.2899 0.5832 0.6406 -1.13 -0.38 -1.36
O 0.2393 1.6839 -0.3400 0.86 -0.95 1.39
H -2.3726 1.2019 -0.1110 0.27 -1.86 -0.54
H -3.0039 -0.4585 -0.7530 1.75 0.64 1.00
H -1.6156 0.3920 -1.4816 0.18 -0.28 0.31
H -1.2516 -0.6256 1.4832 -0.75 -0.09 -0.34
H 1.3689 -2.3856 -0.7817 -0.26 0.38 0.27
H 1.8480 -0.7958 1.2916 0.28 0.63 -0.76
H 2.0858 0.8588 -1.0583 1.71 -2.82 1.98
H 0.2346 1.0550 1.6555 0.46 -0.67 -0.79
H 0.8314 2.2908 0.1254 -0.21 0.53 -0.63
```
Positions in Å, forces in eV/Å.

Output
* E_tot: -401.0918 Ha
* SMILES: C[C@H]1N=C[C@@H](O)[C@H]1O
* multiplicity: 1
* relative energy (zero: lowest compared OMol25 entry of this formula, charge and spin): 223.08 kJ/mol
* F_max: 4.68 eV/Å
* gap between HOMO and LUMO: 10.2 eV

[7]
Formula: C5H9NO2
Source: the Open Molecules 2025 dataset
Level of theory: ωB97M-V/def2-TZVPD

```
17
Properties=species:S:1:pos:R:3:forces:R:3
C -0.7533 0.2413 -1.3445 0.25 0.15 -0.13
C -1.1303 0.2506 0.1409 0.26 0.29 0.27
C 0.2269 -0.0763 -0.3077 -0.31 -2.94 0.10
C -1.3388 1.5482 0.8855 -0.03 -0.15 -0.04
C 1.3097 -2.3618 0.0980 -1.21 1.91 -0.41
N 1.4373 0.5426 0.0124 0.68 0.59 0.24
O 2.1634 0.9002 -0.9010 0.10 0.12 -0.20
O 1.7215 0.6448 1.1984 0.02 0.12 0.16
H -1.1544 -0.5419 -1.9701 0.04 -0.17 0.02
H -0.6265 1.1825 -1.8649 -0.03 0.14 0.06
H -1.7670 -0.5615 0.4699 0.09 -0.14 -0.04
H -1.0097 1.4442 1.9175 0.00 0.01 0.06
H -2.3887 1.8299 0.8819 -0.09 0.06 -0.03
H -0.7600 2.3474 0.4315 0.06 0.15 -0.05
H 1.7288 -2.0995 1.0502 0.08 0.10 0.20
H 1.9357 -2.3514 -0.7711 0.20 -0.02 -0.23
H 0.4056 -2.9393 0.0732 -0.12 -0.23 0.01
```
Positions in Å, forces in eV/Å.

Output
* E_tot: -400.8952 Ha
* multiplicity: 1
* relative energy (zero: lowest compared OMol25 entry of this formula, charge and spin): 739.21 kJ/mol
* F_max: 2.96 eV/Å
* gap between HOMO and LUMO (spin up / spin down): 8.6 / 8.0 eV

[8]
Formula: C5H9NO2S
Source: the Open Molecules 2025 dataset
Level of theory: ωB97M-V/def2-TZVPD

```
18
Properties=species:S:1:pos:R:3:forces:R:3
C 0.8386 2.4701 -0.0444 -0.86 1.68 3.89
N 1.8305 1.7328 0.1795 0.42 -1.59 -2.10
O 2.3818 1.4065 1.2081 0.79 -0.51 0.28
O 2.2452 1.1316 -1.1180 0.03 1.06 0.72
H 0.4636 2.6384 -0.9804 -0.75 0.21 -1.98
H 0.4737 2.9038 0.9159 0.00 -0.07 -1.30
H 2.6033 0.2860 -0.8736 0.51 -0.75 0.49
C -0.9671 -0.9388 1.4673 1.94 1.04 -1.27
C -1.2688 -0.3602 0.0794 1.33 1.21 -0.35
C -0.5264 -0.8602 -1.1501 -1.44 4.54 -0.74
C -1.9128 0.7779 -0.0529 0.59 -1.34 1.04
S -2.6157 2.1471 0.0145 -0.66 0.86 -0.30
H -1.1257 -1.9697 1.3685 0.41 -1.77 0.14
H -1.7055 -0.6293 2.1000 -2.02 1.00 1.85
H 0.0192 -0.6556 1.9919 -1.18 -0.51 -1.38
H 0.5054 -0.7449 -1.1326 2.11 0.77 0.76
H -0.7993 -0.2502 -2.0826 -0.08 -1.34 1.19
H -0.6025 -1.8442 -1.2160 -1.12 -4.50 -0.94
```
Positions in Å, forces in eV/Å.

Output
* E_tot: -799.1271 Ha
* SMILES: C=[N+]([O-])O.CC(C)=C=S
* multiplicity: 1
* relative energy (zero: lowest compared OMol25 entry of this formula, charge and spin): 608.42 kJ/mol
* F_max: 4.82 eV/Å
* gap between HOMO and LUMO: 8.2 eV